{
  "formula": "CH3BrI2Si",
  "method": "ωB97M-V/def2-TZVPD",
  "e_homo_ev": [-10.1, -7.2],
  "max_force_ev_per_a": 2.25,
  "homo_lumo_gap_ev": [9.048, 3.936],
  "total_charge": 0,
  "species": ["I", "I", "Br", "Si", "C", "H", "H", "H"],
  "positions_angstrom": [[-2.763, -2.029, -0.366], [5.120, -0.383, -0.379], [0.672, -0.725, 1.469], [-1.812, 0.152, -0.192], [0.011, 0.348, -0.209], [-2.312, 1.261, 0.574], [0.301, 1.342, 0.009], [0.784, 0.035, -0.905]]
}